Run w
The following is a DFT calculation (ωB97M-V/def2-TZVPD) of one molecule with the formula C4H12N4.

Positions of all 20 atoms, in Å:
C 2.47 -0.81 -0.22
N 1.17 -1.36 -0.05
C 0.14 -0.62 -0.24
N -1.12 -1.19 -0.48
C -2.16 -1.04 0.55
N 0.10 0.78 -0.16
C -0.91 1.72 -0.72
N 0.83 1.47 0.81
H 2.45 0.01 -1.04
H 3.09 -1.63 -0.54
H 2.90 -0.36 0.71
H -0.89 -2.15 -0.63
H -1.85 -1.56 1.50
H -3.04 -1.52 0.15
H -2.36 0.03 0.77
H -1.61 1.15 -1.41
H -1.51 2.06 0.08
H -0.46 2.56 -1.22
H 1.80 1.53 0.49
H 0.96 0.92 1.67

Properties
**Lowest unoccupied orbital energy**: 1.0 eV
**SMILES**: C/N=C(/NC)N(C)N
**M**: 116.17 g mol⁻¹
**Highest occupied orbital energy**: -0.3147 hartree
**Orbital gap**: 9.55 eV

Run x
The following is a DFT calculation (ωB97M-V/def2-TZVPD) of one molecule with the formula C4H12N4.

Positions of all 20 atoms, in Å:
H -0.22 -1.84 0.69
N -1.20 -1.81 0.43
C -1.33 -0.57 0.01
N -2.37 -0.23 -0.55
C -0.10 0.38 0.10
C 0.67 0.31 1.43
N -0.64 1.73 -0.07
C 1.12 0.17 -0.87
N 1.80 -1.08 -0.68
H -2.47 0.98 -0.81
H -3.12 -0.91 -0.15
H 0.05 0.20 2.32
H 1.31 1.27 1.32
H 1.56 -0.57 1.24
H 0.06 2.27 0.27
H -0.79 1.89 -1.08
H 0.50 0.14 -1.79
H 1.90 1.07 -0.96
H 1.98 -1.48 0.31
H 1.30 -1.92 -1.16

Properties
**Lowest unoccupied orbital energy**: 0.8 eV
**SMILES**: [H]/N=C(/N)[C@](C)(N)CN
**M**: 116.17 g mol⁻¹
**Highest occupied orbital energy**: -0.3148 hartree
**Orbital gap**: 9.34 eV

Quick ranking, most stable first: run w, run x.

Run w
The following is a DFT calculation (ωB97M-V/def2-TZVPD) of a 2-piece molecular cluster, C3H2IN2 overall.

Positions of all 8 atoms, in Å:
C 0.14 1.11 0.07
C 0.28 -1.14 -0.09
C -0.54 -0.06 -0.41
N 1.34 -0.61 0.59
N 1.31 0.65 0.61
I -0.54 3.07 0.18
H 0.32 -2.15 -0.26
H -2.31 -0.88 -0.69

Properties
**Lowest unoccupied orbital energy (spin up / spin down)**: -9.1 / -8.9 eV
**M**: 192.97 g mol⁻¹
**Net charge**: +1
**Highest occupied orbital energy (spin up / spin down)**: -0.5601 / -0.5583 hartree
**Orbital gap (spin up / spin down)**: 6.11 / 6.31 eV

Run x
The following is a DFT calculation (ωB97M-V/def2-TZVPD) of C3H2IN2 as an isolated structure.

Positions of all 8 atoms, in Å:
C 0.60 1.42 0.13
C 0.19 -0.41 0.71
C -0.13 -0.12 -0.81
N 0.72 0.84 1.21
N 0.12 1.19 -0.99
I -1.99 -0.66 0.29
H 0.45 -1.48 1.14
H 0.05 -0.78 -1.67

Properties
**Lowest unoccupied orbital energy**: -7.4 eV
**M**: 192.97 g mol⁻¹
**Net charge**: +1
**Highest occupied orbital energy**: -0.5580 hartree
**Orbital gap**: 7.79 eV

Quick ranking, most stable first: run x, run w.

Run w
The following is a DFT calculation (ωB97M-V/def2-TZVPD) of a 2-piece molecular cluster, C3H9N2O2 overall.

Positions of all 16 atoms, in Å:
C -0.39 -0.88 -0.91
C 1.04 -0.92 -0.35
N 1.84 0.13 -1.00
N -1.30 -1.47 0.07
H -0.56 0.19 -1.12
H -0.45 -1.47 -1.81
H 0.95 -0.75 0.73
H 1.49 -1.90 -0.51
H 2.82 0.02 -0.77
H 1.55 1.02 -0.61
H -1.42 -0.77 0.81
H -2.21 -1.64 -0.33
O 0.27 2.38 0.93
C -0.84 2.11 1.43
O -1.42 1.00 1.47
H -1.35 2.94 1.97

Properties
**Lowest unoccupied orbital energy**: 4.4 eV
**M**: 105.12 g mol⁻¹
**Net charge**: -1
**Highest occupied orbital energy**: -0.1669 hartree
**Orbital gap**: 8.89 eV

Run x
The following is a DFT calculation (ωB97M-V/def2-TZVPD) of a 2-piece molecular cluster, C3H9N2O2 overall.

Positions of all 16 atoms, in Å:
C 1.56 0.49 1.95
N 1.54 0.83 0.63
O 0.53 0.30 2.63
H 2.56 0.55 2.40
H 2.37 1.33 0.27
H 0.64 0.64 -0.07
C -1.39 -0.22 0.22
N -0.59 0.45 -0.85
C -0.27 -0.66 -1.96
O -1.32 -1.24 -2.48
H -2.43 -0.51 -0.15
H -1.44 0.42 1.11
H -0.87 -1.13 0.63
H -1.24 1.09 -1.32
H 0.34 -1.34 -1.28
H 0.44 -0.19 -2.65

Properties
**Lowest unoccupied orbital energy**: 3.9 eV
**M**: 105.12 g mol⁻¹
**Net charge**: -1
**Highest occupied orbital energy**: -0.1110 hartree
**Orbital gap**: 6.87 eV

Quick ranking, most stable first: run w, run x.